1.
Molecular formula: C27H50O23P2
Method: DFT, ωB97M-V/def2-TZVPD

LUMO = -0.07 eV
SMILES = CCOP(=O)(OCC)OCC.CCOP(=O)(OCC)OCC.O=C1OCCO1.O=C1OCCO1.O=C1OCCO1.O=C1OCCO1.O=C1OCCO1
DFT total energy = -94484.82651 eV
multiplicity = 1

Cartesian coordinates (Å):
C: -6.0506 0.6950 1.1744
C: -4.6029 0.2179 1.2497
O: -4.2126 -0.0623 2.6079
P: -3.2904 1.0605 3.2395
O: -2.0574 1.3312 2.4924
O: -4.2604 2.2887 3.5123
C: -4.3538 3.4646 2.6969
C: -3.3881 4.5578 3.1306
O: -3.0719 0.4267 4.6643
C: -2.0760 0.9625 5.5371
C: -2.6762 1.9749 6.5171
H: -6.6935 0.1828 1.8847
H: -6.1381 1.7690 1.3436
H: -6.4620 0.5262 0.1766
H: -4.5818 -0.7601 0.7609
H: -3.9526 0.8168 0.6089
H: -4.1831 3.1690 1.6568
H: -5.3859 3.8053 2.7767
H: -3.8757 5.5163 2.9793
H: -3.2607 4.4688 4.2176
H: -2.3728 4.3497 2.7974
H: -1.6645 0.1911 6.1860
H: -1.2676 1.4195 4.9682
H: -3.3553 2.6850 6.0493
H: -3.2836 1.4530 7.2619
H: -1.8456 2.4158 7.0690
C: 11.8876 0.3204 -3.3144
C: 10.3749 0.3156 -3.1989
O: 10.0420 1.3370 -2.2217
P: 8.5372 1.8324 -2.0908
O: 8.2451 2.5997 -0.8849
O: 8.2249 2.6450 -3.4244
C: 8.5983 4.0222 -3.5036
C: 7.4710 4.9349 -3.0824
O: 7.7561 0.4767 -2.3318
C: 6.3341 0.4306 -2.3437
C: 5.8135 -0.8874 -1.8454
H: 12.3073 1.2324 -3.7256
H: 12.1714 0.1924 -2.2656
H: 12.2826 -0.5630 -3.8139
H: 9.7994 0.4712 -4.1127
H: 10.0180 -0.6156 -2.7576
H: 9.5071 4.1925 -2.9181
H: 8.8642 4.2229 -4.5431
H: 7.6294 5.9970 -3.2505
H: 6.5879 4.5844 -3.6269
H: 7.2101 4.7980 -2.0315
H: 5.9822 1.2555 -1.7042
H: 5.8206 0.7379 -3.2620
H: 4.7492 -1.1105 -1.9285
H: 6.3334 -1.6446 -2.4423
H: 5.9563 -1.0245 -0.7713
O: -3.4091 0.0314 -2.3559
C: -4.3734 -0.6579 -2.3051
O: -5.6424 -0.2777 -2.5887
C: -6.4646 -1.4490 -2.7972
C: -5.6390 -2.4874 -2.0685
O: -4.3181 -2.0034 -2.1763
H: -7.3920 -1.1866 -2.2959
H: -6.5746 -1.6370 -3.8639
H: -5.8308 -3.5266 -2.3380
H: -5.9407 -2.5564 -1.0131
O: 2.1648 -0.5146 -1.5383
C: 1.2350 -0.7307 -0.8357
O: 1.1571 -1.6278 0.1675
C: -0.1523 -1.7256 0.6899
C: -0.9355 -0.6782 -0.1157
O: -0.0150 -0.2642 -1.1408
H: -0.6033 -2.7096 0.6305
H: -0.1865 -1.2764 1.6831
H: -1.0312 0.2307 0.4838
H: -1.9278 -0.9211 -0.4843
O: -3.0620 -3.2513 1.0734
C: -3.9277 -3.1018 1.8761
O: -5.2451 -2.9772 1.5892
C: -5.9836 -2.6093 2.7772
C: -4.9618 -2.9578 3.8762
O: -3.7397 -3.1022 3.1978
H: -6.4450 -1.6329 2.7240
H: -6.8010 -3.3319 2.8342
H: -5.2725 -3.8012 4.4894
H: -4.9024 -2.1158 4.5712
O: 2.2249 3.3897 -0.7970
C: 1.0440 3.3789 -0.8696
O: 0.3182 3.7614 -1.9414
C: -1.0751 3.7642 -1.6311
C: -1.1145 3.0189 -0.3013
O: 0.2254 2.9545 0.1377
H: -1.4610 4.7834 -1.5698
H: -1.6462 3.2543 -2.4039
H: -1.4318 1.9998 -0.5263
H: -1.7826 3.5089 0.4030
O: 1.0405 -7.6279 -2.8136
C: 0.1978 -7.3356 -2.0396
O: 0.2714 -6.2570 -1.1991
C: -1.0027 -6.0091 -0.6637
C: -1.7424 -7.3392 -0.8081
O: -0.9574 -7.9941 -1.8117
H: -0.9614 -5.6013 0.3415
H: -1.5546 -5.3211 -1.3162
H: -2.7477 -7.2175 -1.2005
H: -1.7651 -7.9404 0.1014

Mulliken atomic charge list, values in e, 4 entries: atom 1 (C): -1.445, atom 2 (C): 0.784, atom 3 (O): 0.296, atom 4 (P): 0.158

***

2.
Molecular formula: C27H51Cl2N6O10S4
Method: DFT, ωB97M-V/def2-TZVPD

LUMO = -4.88 eV
DFT total energy = -126613.39007 eV
multiplicity = 1
charge = +1

Cartesian coordinates (Å):
C: -4.3774 3.2428 3.1518
O: -5.5833 2.5123 3.1439
C: -5.8175 1.7517 1.9833
C: -5.3415 0.3047 2.1201
C: -5.2266 -0.3933 0.7537
C: -3.9743 -1.2447 0.5677
C: -2.6712 -0.4841 0.8087
C: -1.4388 -1.2088 0.2300
C: -0.5946 -0.3704 -0.7152
N: 0.4545 0.4446 -0.0488
C: 0.6263 0.3755 1.3570
Cl: -0.2676 1.5380 2.2644
C: 1.4228 -0.5124 1.9233
C: 1.6977 -0.6916 3.3721
Cl: 2.2615 -1.6062 0.8821
C: 1.2698 1.2916 -0.6776
N: 2.2182 1.9801 -0.0025
C: 2.8511 2.6864 -0.8944
N: 2.3565 2.4860 -2.1087
O: 2.7965 3.0963 -3.2150
N: 1.7533 4.2704 -3.6363
O: 1.8022 5.1135 -2.8991
N: 1.3225 1.5714 -2.0107
C: 0.5400 1.1292 -3.1847
C: 1.3600 0.8776 -4.4688
C: 1.0208 1.7671 -5.6790
S: -0.1461 1.0137 -6.8489
C: -1.6083 1.9913 -6.5233
S: -2.1787 2.9834 -7.6543
N: -2.2093 1.7619 -5.2553
C: -2.6890 3.0001 -4.6334
C: -3.2948 2.6384 -3.2524
O: -3.0902 1.2685 -2.9618
C: -3.7281 0.4330 -3.9101
C: -3.3714 0.8674 -5.3465
H: -3.9089 3.1377 4.1294
H: -4.5692 4.2993 2.9542
H: -3.6745 2.8711 2.3999
H: -6.8915 1.7655 1.7889
H: -5.3459 2.2117 1.1050
H: -4.4042 0.2900 2.6728
H: -6.1007 -0.2176 2.7012
H: -5.3084 0.3215 -0.0706
H: -6.0863 -1.0566 0.6386
H: -3.9780 -1.6298 -0.4560
H: -4.0070 -2.1223 1.2177
H: -2.5326 -0.3927 1.8855
H: -2.7424 0.5292 0.4072
H: -0.8452 -1.6736 1.0129
H: -1.8027 -2.0331 -0.3870
H: -0.1010 -1.0327 -1.4277
H: -1.2499 0.2951 -1.2722
H: 1.4637 -1.7059 3.6867
H: 2.7682 -0.5604 3.5384
H: 1.1722 0.0425 3.9725
H: 3.6796 3.3535 -0.7179
H: 0.0478 0.2074 -2.9245
H: -0.2494 1.8599 -3.3695
H: 2.4212 0.9503 -4.2671
H: 1.1322 -0.1409 -4.7723
H: 1.9305 1.9399 -6.2512
H: 0.6417 2.7482 -5.4049
H: -1.8749 3.7165 -4.5209
H: -3.4615 3.4773 -5.2419
H: -2.8046 3.1887 -2.4522
H: -4.3666 2.8533 -3.2503
H: -3.3475 -0.5662 -3.7110
H: -4.8123 0.4542 -3.7698
H: -3.1492 0.0171 -5.9870
H: -4.2068 1.4175 -5.7959
O: 3.4281 -2.2249 -2.6718
S: 4.7065 -1.6019 -2.8546
O: 5.3499 -1.6629 -4.1269
O: 5.6867 -2.0811 -1.7183
C: 5.8573 -3.5156 -1.5275
C: 6.7444 -4.1427 -2.5792
C: 4.5842 0.0810 -2.3560
H: 4.8739 -3.9848 -1.4908
H: 6.3021 -3.5998 -0.5391
H: 6.2771 -4.1230 -3.5623
H: 6.9402 -5.1807 -2.3121
H: 7.6925 -3.6107 -2.6484
H: 4.1017 0.1101 -1.3802
H: 3.9738 0.5677 -3.1103
H: 5.5727 0.5312 -2.3210
O: -0.1657 -3.0818 7.3879
S: 0.9176 -2.1494 7.4383
O: 1.7446 -1.9856 6.2779
O: 1.8215 -2.4680 8.6937
C: 2.2936 -3.8314 8.8614
C: 3.4404 -4.1731 7.9358
C: 0.3422 -0.5761 7.9694
H: 1.4528 -4.5138 8.7364
H: 2.6062 -3.8783 9.9016
H: 3.1211 -4.1961 6.8952
H: 3.8346 -5.1550 8.1971
H: 4.2383 -3.4365 8.0258
H: -0.2626 -0.7092 8.8615
H: -0.2568 -0.1693 7.1577
H: 1.2001 0.0608 8.1665

Mulliken atomic charge list, values in e, 4 entries: atom 1 (C): -0.521, atom 2 (O): -0.414, atom 3 (C): -0.738, atom 4 (C): -0.354

***

3.
Molecular formula: C27H51N2O2P3Ti
Method: DFT, ωB97M-V/def2-TZVPD

LUMO (spin up / spin down) = -9.36 / -9.15 eV
DFT total energy = -86857.92960 eV
multiplicity = 2
charge = +3
⟨S²⟩ = 0.75

Cartesian coordinates (Å):
Ti: -0.0058 -0.4947 -0.1903
P: 2.0046 -1.6907 0.4676
P: 1.2415 1.6855 -0.4268
P: 1.2577 -0.5491 -4.3895
H: -5.8619 -3.5333 -2.3754
C: -5.0012 -3.9255 -2.9179
C: -3.9440 -4.5717 -2.4136
H: -3.7305 -4.8565 -1.3615
C: 1.7666 -2.4735 2.0906
C: 3.5518 -0.7615 0.5593
C: 2.4165 -3.1349 -0.5353
C: 0.2506 2.6846 -1.5990
C: 1.0071 2.6012 1.1568
C: 2.9799 2.0850 -0.8416
C: 0.9566 -2.0295 -5.3419
C: 2.8839 -0.4914 -3.6574
C: 0.8285 0.9048 -5.2894
H: -5.1040 -3.8448 -4.0085
H: -3.2530 -4.9858 -3.1624
H: 0.9057 -3.1578 2.0540
H: 1.5725 -1.7481 2.8894
H: 2.6669 -3.0509 2.3419
H: 3.4438 0.1860 1.1150
H: 3.9356 -0.4944 -0.4399
H: 4.3251 -1.3615 1.0688
H: 1.5136 -3.7294 -0.7328
H: 3.1347 -3.7646 0.0115
H: 2.8487 -2.8432 -1.5007
H: 0.7301 3.6520 -1.7981
H: -0.7344 2.8586 -1.1551
H: 0.1134 2.1348 -2.5377
H: 1.5342 3.5635 1.1325
H: 1.3756 2.0287 2.0202
H: -0.0645 2.7898 1.3134
H: 3.0348 2.9667 -1.4860
H: 3.4752 1.2653 -1.3667
H: 3.5537 2.2859 0.0704
H: 1.6394 -1.8926 -6.2037
H: -0.0920 -2.1008 -5.6930
H: 1.1832 -2.9577 -4.7766
H: 3.4710 -1.2929 -4.1389
H: 2.8800 -0.6445 -2.5493
H: 3.2956 0.5078 -3.8888
H: 1.0448 0.6688 -6.3339
H: 1.4711 1.7369 -4.9915
H: -0.2278 1.1884 -5.2193
C: -1.9787 -1.5349 -2.3280
C: -2.8823 -0.7282 -3.0488
C: -3.2382 -1.1798 -4.3154
C: -2.5888 -2.3373 -4.8710
C: -1.9461 -3.2334 -3.9998
C: -1.8552 -2.9033 -2.6374
O: -1.0365 -0.9942 -1.5757
H: 0.4601 -0.7258 -3.2265
H: -3.1688 0.2415 -2.6241
H: -4.0279 -0.6531 -4.8913
H: -2.5992 -2.6514 -5.9506
H: -1.6124 -4.2382 -4.3497
H: -1.4096 -3.4872 -1.8215
C: 1.0871 1.4525 7.2906
C: 0.5646 2.6671 6.5738
N: -0.4166 2.3339 5.5142
C: -1.1528 3.5348 5.0260
C: -0.3690 4.4745 4.1035
C: -0.0270 1.3846 4.5987
O: 1.1290 0.9206 4.5233
C: -1.0297 0.8602 3.6240
C: -2.4154 1.0494 3.6372
C: -3.1331 0.6806 2.5008
C: -2.4927 0.1578 1.3736
N: -1.1540 -0.0932 1.3998
C: -0.4644 0.1559 2.5604
H: 0.2813 0.7781 7.6248
H: 1.6253 1.7940 8.1765
H: 1.7817 0.8953 6.6523
H: 0.0325 3.3409 7.2516
H: 1.3928 3.2322 6.1272
H: -2.0584 3.1900 4.5140
H: -1.4550 4.0737 5.9337
H: 0.0341 3.9596 3.2158
H: -1.0454 5.2681 3.7527
H: 0.4584 4.9546 4.6505
H: -2.9090 1.4239 4.5355
H: -4.2200 0.7771 2.4889
H: -3.0236 -0.1209 0.4664
H: 0.5880 -0.1332 2.5547

Mulliken atomic charge list, values in e, 4 entries: atom 1 (Ti): 0.129, atom 2 (P): 1.151, atom 3 (P): 1.453, atom 4 (P): 1.075

***

4.
Molecular formula: C27H51NO11
Method: DFT, ωB97M-V/def2-TZVPD

LUMO = -0.23 eV
SMILES = CCCOc1ccc2c(c1)C(=O)NC2=O.COCCOC.COCCOC.COCCOC.COCCOC
DFT total energy = -52831.98642 eV
multiplicity = 1

Cartesian coordinates (Å):
C: 0.5951 0.5285 1.9471
C: -0.5141 0.8191 0.8677
C: -0.4870 2.2735 0.2790
O: 0.4213 2.4288 -0.8480
C: 1.7377 2.5921 -0.4295
C: 2.6820 1.5125 -0.7244
C: 4.0581 1.6868 -0.2595
C: 4.3971 2.8952 0.4478
C: 3.4459 3.9764 0.7454
C: 2.0898 3.8225 0.2760
C: 4.1529 5.1111 1.5466
O: 3.7967 6.2311 1.7239
N: 5.3408 4.4245 2.0531
C: 5.7234 3.3821 1.0922
O: 6.8589 3.0691 0.9148
H: 0.6504 -0.5876 2.0953
H: 0.3521 0.9615 2.9545
H: 1.6109 0.8934 1.6690
H: -0.4715 0.1135 -0.0091
H: -1.5187 0.6778 1.3552
H: -0.3338 3.0598 1.0648
H: -1.5081 2.4708 -0.1513
H: 2.3223 0.6052 -1.2512
H: 4.8345 0.9165 -0.4365
H: 1.3597 4.6348 0.4659
H: 5.0096 4.0428 2.9485
C: -4.2112 2.2872 2.5650
O: -3.5906 1.1007 3.0364
C: -2.9566 1.2849 4.2990
C: -3.8048 0.7302 5.4310
O: -5.0078 1.4714 5.5905
C: -6.1294 0.8154 5.0171
H: -4.8632 2.0206 1.7323
H: -4.8129 2.7669 3.3399
H: -3.4501 2.9876 2.2031
H: -2.7232 2.3408 4.4677
H: -2.0129 0.7315 4.2650
H: -3.2458 0.8227 6.3678
H: -4.0196 -0.3313 5.2710
H: -6.4318 -0.0231 5.6519
H: -5.9194 0.4535 4.0082
H: -6.9517 1.5294 4.9659
C: 4.6517 2.3063 -7.1351
O: 5.2746 1.1168 -6.6749
C: 5.9288 1.2932 -5.4233
C: 5.0959 0.7395 -4.2792
O: 3.8985 1.4869 -4.0974
C: 2.7662 0.8371 -4.6514
H: 3.9862 2.0433 -7.9579
H: 4.0635 2.7875 -6.3505
H: 5.4095 3.0038 -7.5074
H: 6.1699 2.3472 -5.2546
H: 6.8686 0.7354 -5.4738
H: 5.6711 0.8270 -3.3514
H: 4.8727 -0.3207 -4.4378
H: 2.4694 -0.0027 -4.0131
H: 2.9581 0.4764 -5.6646
H: 1.9468 1.5558 -4.6866
C: -7.6342 -4.7580 1.4849
O: -6.6610 -3.8862 0.9308
C: -7.1045 -2.5349 0.8816
C: -6.5098 -1.7138 2.0138
O: -7.0022 -2.1452 3.2807
C: -6.0693 -2.9620 3.9718
H: -7.1495 -5.7093 1.7065
H: -8.0589 -4.3591 2.4090
H: -8.4342 -4.9340 0.7579
H: -8.1977 -2.4827 0.8950
H: -6.7579 -2.1208 -0.0700
H: -6.8156 -0.6696 1.8900
H: -5.4161 -1.7484 1.9884
H: -5.2598 -2.3429 4.3730
H: -5.6513 -3.7383 3.3270
H: -6.5865 -3.4418 4.8033
C: 4.0946 -3.5998 -3.9965
O: 3.7180 -4.5808 -3.0425
C: 4.2050 -4.2879 -1.7378
C: 3.1160 -3.6946 -0.8596
O: 2.7162 -2.4099 -1.3256
C: 1.4945 -2.4539 -2.0497
H: 3.5024 -3.7590 -4.8980
H: 3.9100 -2.5860 -3.6321
H: 5.1542 -3.7130 -4.2495
H: 5.0724 -3.6220 -1.7860
H: 4.5306 -5.2357 -1.2991
H: 3.5142 -3.5587 0.1511
H: 2.2571 -4.3696 -0.7943
H: 0.6579 -2.5858 -1.3558
H: 1.4870 -3.2572 -2.7897
H: 1.3713 -1.5022 -2.5686

Mulliken atomic charge list, values in e, 4 entries: atom 1 (C): -0.929, atom 2 (C): -0.003, atom 3 (C): -0.468, atom 4 (O): -0.503